1.
Entry from the Open Molecules 2025 dataset: C28H30N2O8SeTi as an isolated structure (the ωB97M-V functional and the def2-TZVPD basis).

XYZ file:
```
70
Properties=species:S:1:pos:R:3:forces:R:3
Ti 0.712 0.327 0.049 0.01 0.69 0.00
C 1.697 -2.449 1.331 0.05 -0.12 0.06
C 0.402 -2.108 2.046 -0.05 0.09 -0.02
O -0.389 -1.344 1.149 -0.07 -0.11 0.02
C -1.809 -1.524 1.252 0.05 0.11 -0.17
C -2.237 -2.845 0.642 0.09 -0.06 0.06
O -1.888 -2.866 -0.716 -0.05 0.05 0.01
C -0.985 -3.859 -1.150 0.04 -0.05 0.04
C -0.064 -3.265 -2.192 -0.05 0.05 -0.05
O 0.852 -2.356 -1.590 0.10 -0.09 -0.13
C 2.180 -2.806 -1.537 -0.05 0.10 0.17
C 2.924 -1.836 -0.616 -0.08 -0.01 -0.20
O 2.062 -1.394 0.441 -0.09 -0.05 0.08
H 1.558 -3.364 0.754 0.00 0.04 0.01
H 2.500 -2.601 2.060 0.03 0.00 -0.04
H 0.567 -1.539 2.962 -0.01 -0.02 -0.03
H -0.101 -3.040 2.308 -0.02 -0.01 0.03
H -2.238 -0.701 0.682 -0.01 -0.02 0.03
H -2.120 -1.430 2.297 -0.01 -0.04 0.02
H -3.322 -2.948 0.750 0.00 0.05 0.02
H -1.783 -3.688 1.177 -0.01 -0.02 0.01
H -1.532 -4.705 -1.587 -0.01 0.01 0.00
H -0.396 -4.243 -0.304 -0.01 0.01 -0.03
H -0.655 -2.692 -2.904 -0.04 -0.02 -0.03
H 0.469 -4.066 -2.714 0.02 0.01 0.01
H 2.645 -2.791 -2.529 0.08 -0.04 0.01
H 2.231 -3.836 -1.159 0.01 -0.02 -0.03
H 3.202 -0.928 -1.149 -0.02 0.00 0.05
H 3.816 -2.298 -0.184 0.01 0.02 -0.01
C 4.965 -0.969 4.047 0.00 0.01 0.00
C 3.781 -0.900 4.765 -0.02 0.01 0.00
C 2.648 -0.345 4.189 0.01 0.00 -0.04
C 2.698 0.130 2.883 0.05 -0.04 0.06
C 3.882 0.069 2.160 -0.03 0.01 -0.01
C 5.012 -0.474 2.750 0.02 0.00 -0.01
N 1.504 0.641 2.260 0.08 -0.03 -0.02
N 0.831 1.351 3.028 -0.02 0.03 0.08
C -0.352 1.844 2.455 -0.08 0.08 0.04
C -1.180 2.582 3.300 0.06 -0.02 0.03
C -2.364 3.089 2.802 -0.04 0.02 -0.01
C -2.691 2.853 1.471 0.01 -0.01 -0.02
C -1.844 2.121 0.644 -0.01 0.02 0.02
C -0.636 1.603 1.109 0.07 -0.24 -0.08
H 5.850 -1.398 4.499 0.01 0.00 0.00
H 3.736 -1.276 5.779 0.00 0.00 0.01
H 1.722 -0.277 4.746 -0.02 0.02 -0.01
H 3.903 0.469 1.155 0.00 0.00 0.01
H 5.939 -0.504 2.191 0.01 0.00 0.00
H -0.874 2.739 4.326 -0.02 0.01 0.00
H -3.026 3.664 3.436 0.00 0.00 0.01
H -3.615 3.248 1.066 0.00 0.01 0.01
H -2.135 1.968 -0.386 -0.01 0.00 -0.02
Se 2.239 1.863 -0.536 0.04 -0.14 -0.04
O -1.606 -0.686 -3.015 0.06 0.04 0.03
C -1.212 0.328 -2.476 -0.03 0.02 -0.09
O -0.420 0.332 -1.427 -0.04 -0.39 0.21
C -1.615 1.678 -2.977 -0.02 0.00 -0.03
C -0.925 2.822 -2.603 0.02 0.03 0.03
C -1.291 4.079 -3.090 -0.02 0.01 -0.02
C -2.364 4.121 -3.945 0.04 0.03 0.02
O -2.950 5.216 -4.522 -0.01 -0.01 0.00
C -3.842 4.677 -5.495 -0.03 0.01 -0.01
O -4.106 3.327 -5.133 0.00 0.04 -0.02
C -3.055 2.978 -4.316 0.01 -0.07 0.02
C -2.707 1.739 -3.857 -0.01 0.05 -0.04
H -0.082 2.734 -1.928 -0.01 0.00 -0.01
H -0.758 4.975 -2.807 0.00 0.01 0.00
H -3.360 4.704 -6.479 0.01 -0.01 0.00
H -4.770 5.244 -5.490 0.01 -0.01 0.01
H -3.230 0.838 -4.144 0.00 -0.01 0.00
```
Positions in Å, forces in eV/Å.

For the LUMO energy, the calculation gives -0.48 eV. Its HOMO-LUMO gap is 6.98 eV. Its electronic energy is -137343.944 eV. The highest occupied orbital energy is -7.5 eV.

2.
Entry from the Open Molecules 2025 dataset: a 2-piece molecular cluster, CH2Cl2FN overall (the ωB97M-V functional and the def2-TZVPD basis).

XYZ file:
```
7
Properties=species:S:1:pos:R:3:forces:R:3
C -0.264 0.838 0.816 -1.78 -0.26 1.22
N -2.422 0.260 -0.529 0.29 -0.76 0.96
F 0.505 1.062 -0.216 0.44 0.97 -0.18
Cl -2.623 -1.430 0.047 0.03 1.19 -0.40
Cl -3.586 1.253 0.237 0.09 -0.24 -0.13
H -0.619 1.660 1.558 1.03 -1.32 -1.83
H -0.306 -0.229 1.034 -0.09 0.42 0.37
```
Positions in Å, forces in eV/Å.

For the LUMO energy (alpha / beta), the calculation gives -1.41 / -0.16 eV. Its HOMO-LUMO gap (alpha / beta) is 7.09 / 9.77 eV. Its electronic energy is -30316.427 eV. The highest occupied orbital energy (alpha / beta) is -8.5 / -9.9 eV.

3.
Entry from the Open Molecules 2025 dataset: a 7-piece molecular cluster, C22H48BN2O22P2S overall (the ωB97M-V functional and the def2-TZVPD basis).

XYZ file:
```
98
Properties=species:S:1:pos:R:3:forces:R:3
C 2.587 0.197 3.134 0.57 0.65 -0.77
C 1.914 1.562 3.766 2.33 0.97 6.33
O 2.207 1.816 5.072 -2.07 -1.55 -8.19
N 1.023 2.540 3.034 2.95 0.07 -3.36
B -0.295 1.860 2.715 -0.75 0.12 0.21
P -0.263 0.720 1.156 0.25 -3.51 0.13
N -0.087 -0.869 1.567 1.32 0.99 -1.12
P -1.812 3.091 2.709 -1.20 1.08 1.19
O -3.017 2.454 3.847 0.38 0.01 -3.46
O -2.564 3.185 1.135 1.32 -0.48 1.03
S -1.325 4.865 3.442 -0.54 -0.88 -0.69
C 1.685 3.152 1.822 5.68 -0.75 1.40
C 0.951 3.955 0.596 0.60 -0.22 -0.21
O 3.042 3.071 1.757 -7.32 0.48 0.18
H 2.465 0.143 1.949 0.06 0.10 2.80
H 3.762 0.304 3.308 -2.67 -0.24 -0.08
H 2.167 -0.789 3.651 0.78 2.42 -1.17
H -0.521 1.131 3.640 -0.33 -0.26 -0.21
H 0.853 1.002 0.261 -1.02 0.53 0.21
H -1.522 0.811 0.418 0.84 0.55 -0.05
H 0.803 -1.190 1.086 -1.51 0.25 0.72
H -3.657 1.857 3.357 1.09 0.80 0.78
H -1.916 2.987 0.393 -0.99 0.18 1.57
H -0.062 4.471 0.871 1.98 -1.13 -0.38
H 1.728 4.772 0.218 -1.66 -1.82 1.09
H 0.847 3.192 -0.315 0.06 1.60 2.09
C -5.715 2.258 1.082 0.01 0.73 0.20
O -5.454 0.905 0.713 -0.91 -1.00 -0.18
C -6.565 0.134 0.598 -0.15 0.35 0.12
O -7.715 0.502 0.780 1.51 -0.58 -0.28
O -6.174 -1.117 0.246 -0.19 0.87 0.22
C -7.246 -2.044 0.087 -0.28 -0.29 -0.04
H -4.757 2.781 1.145 -0.12 -0.39 -0.13
H -6.329 2.754 0.324 -0.05 -0.16 0.23
H -6.197 2.304 2.064 -0.12 -0.03 -0.24
H -7.922 -1.720 -0.711 0.02 0.03 0.26
H -7.790 -2.169 1.029 -0.01 0.15 -0.22
H -6.819 -3.010 -0.195 0.20 0.33 0.07
C 5.884 1.740 1.531 0.12 0.55 0.61
O 5.376 0.700 0.698 0.75 -0.79 -1.06
C 6.286 0.179 -0.163 0.18 0.49 0.42
O 7.453 0.523 -0.268 -1.54 -0.58 0.01
O 5.673 -0.790 -0.888 0.29 0.59 0.44
C 6.517 -1.431 -1.843 0.22 -0.19 -0.28
H 5.072 2.082 2.178 -0.03 -0.23 -0.39
H 6.694 1.365 2.165 0.02 0.04 -0.28
H 6.224 2.587 0.928 0.05 -0.23 0.10
H 7.353 -1.933 -1.344 -0.06 0.23 -0.11
H 6.882 -0.710 -2.582 0.08 -0.10 0.23
H 5.924 -2.187 -2.365 -0.12 0.22 0.27
C -0.605 -6.296 4.123 -0.33 -0.23 -0.09
O 0.489 -5.403 4.320 -0.02 0.63 0.64
C 0.271 -4.454 5.266 -0.32 0.35 0.27
O -0.747 -4.320 5.926 1.46 -0.31 -0.92
O 1.383 -3.680 5.349 -0.84 -0.90 -0.22
C 1.296 -2.631 6.312 -0.04 0.51 0.35
H -0.321 -7.012 3.346 0.22 0.29 0.13
H -0.819 -6.852 5.041 -0.07 0.22 -0.10
H -1.491 -5.752 3.782 0.12 -0.07 0.22
H 1.158 -3.041 7.318 -0.14 0.06 -0.20
H 0.486 -1.940 6.059 0.08 -0.21 0.12
H 2.239 -2.077 6.293 -0.12 -0.28 -0.23
C 2.846 -0.071 -3.017 -0.01 0.00 0.68
O 2.920 0.000 -4.439 -0.41 -0.83 -0.90
C 2.375 -1.065 -5.080 -0.17 -0.25 0.43
O 1.851 -2.031 -4.548 0.77 1.35 -0.85
O 2.513 -0.868 -6.416 -0.02 0.01 0.93
C 1.980 -1.917 -7.222 -0.17 -0.34 -0.29
H 3.312 0.830 -2.609 -0.03 -0.12 -0.34
H 1.803 -0.100 -2.685 0.20 -0.17 -0.06
H 3.396 -0.941 -2.644 -0.25 0.11 -0.05
H 0.902 -2.019 -7.058 0.23 -0.10 0.10
H 2.495 -2.861 -7.017 -0.21 0.14 0.05
H 2.145 -1.655 -8.270 0.11 0.18 0.31
C -3.768 6.429 5.601 0.69 -0.29 -0.27
O -5.083 6.708 6.076 -1.35 0.29 -0.63
C -6.020 6.806 5.100 0.68 -0.20 -0.43
O -5.824 6.677 3.902 -0.47 0.25 1.74
O -7.214 7.072 5.687 0.64 -0.13 -0.22
C -8.302 7.202 4.774 -0.28 0.02 -0.24
H -3.101 6.372 6.466 -0.37 0.05 -0.01
H -3.741 5.465 5.083 0.04 0.33 -0.05
H -3.415 7.232 4.947 -0.13 -0.27 -0.03
H -8.457 6.269 4.222 0.14 0.23 -0.03
H -8.130 8.036 4.086 0.05 -0.26 0.00
H -9.205 7.414 5.352 0.34 -0.05 0.14
C 3.015 -4.953 -12.447 -0.01 -0.06 -0.50
O 3.073 -4.700 -11.045 -0.12 -0.71 0.73
C 2.893 -5.801 -10.272 -0.08 -0.46 -0.08
O 2.695 -6.936 -10.675 0.29 1.66 0.56
O 2.972 -5.420 -8.972 -0.03 -0.07 -1.14
C 2.800 -6.483 -8.037 -0.07 -0.40 0.43
H 3.172 -4.004 -12.968 -0.01 -0.06 0.39
H 3.808 -5.645 -12.748 -0.26 0.00 0.09
H 2.032 -5.342 -12.729 0.24 -0.09 0.08
H 3.584 -7.236 -8.161 -0.24 0.07 -0.10
H 1.808 -6.933 -8.142 0.25 -0.02 -0.09
H 2.882 -6.064 -7.030 0.02 0.19 -0.34
```
Positions in Å, forces in eV/Å.

For the LUMO energy, the calculation gives 1.67 eV. Its HOMO-LUMO gap is 6.56 eV. Its electronic energy is -101706.892 eV. The total charge is -1. The highest occupied orbital energy is -4.9 eV.

4.
Entry from the Open Molecules 2025 dataset: C37H39AsN3O5OsS as an isolated structure (the ωB97M-V functional and the def2-TZVPD basis).

XYZ file:
```
87
Properties=species:S:1:pos:R:3:forces:R:3
Os -0.654 -0.850 1.213 0.21 -0.01 0.04
O -0.196 -3.735 -1.863 0.00 -0.03 0.00
C -0.339 -3.209 -0.801 -0.03 0.12 0.00
O -1.301 -2.315 -0.449 0.05 -0.07 -0.05
C 0.385 -3.625 0.450 0.00 -0.04 -0.01
C 0.921 -4.892 0.608 0.01 0.00 0.00
C 1.169 -5.338 1.900 0.00 0.00 0.00
C 0.744 -4.574 2.982 0.00 0.01 0.01
C 0.207 -3.325 2.729 -0.01 0.03 0.02
N 0.183 -2.831 1.494 0.01 0.03 0.06
C -0.684 -2.523 3.673 -0.02 0.02 -0.02
O -0.624 -2.694 4.882 0.01 -0.01 0.01
O -1.516 -1.788 3.020 -0.01 0.05 0.02
H 1.076 -5.512 -0.264 0.00 0.00 0.00
H 1.600 -6.318 2.061 0.00 0.00 0.00
H 0.770 -4.938 3.999 0.00 0.00 0.00
C -1.697 5.046 -3.136 0.00 0.00 0.00
C -1.025 3.826 -2.564 0.00 0.00 -0.01
C -0.232 3.899 -1.433 0.00 -0.01 -0.01
C 0.365 2.766 -0.877 -0.02 0.01 0.00
C 1.205 2.969 0.352 -0.03 -0.05 0.01
C 0.181 1.508 -1.465 -0.06 0.01 0.02
As 0.886 -0.209 -0.755 -0.06 0.00 -0.02
N -2.221 -2.002 -1.564 -0.03 -0.07 0.03
C -3.462 -2.318 -1.150 -0.03 -0.03 -0.01
C -4.497 -2.100 -2.104 0.01 0.03 0.01
C -5.816 -2.357 -1.805 -0.01 0.01 0.01
C -6.198 -2.842 -0.551 0.00 0.00 -0.01
C -5.197 -3.066 0.386 0.00 0.01 0.01
C -3.861 -2.822 0.113 0.00 0.00 0.00
C 2.788 0.283 -0.417 -0.02 0.00 0.04
C 3.477 1.149 -1.293 -0.02 0.02 -0.02
C 2.889 1.686 -2.576 0.04 0.01 -0.01
C 4.805 1.491 -1.039 0.00 0.00 0.00
C 5.524 0.963 0.020 0.00 -0.01 0.00
C 6.943 1.380 0.300 0.00 0.00 0.00
C 4.893 -0.009 0.781 0.00 0.00 0.00
C 3.570 -0.377 0.557 0.02 0.01 -0.03
C 3.052 -1.569 1.310 -0.02 0.00 -0.01
C -0.581 1.432 -2.651 0.00 -0.01 0.01
C -0.742 0.152 -3.423 0.04 0.03 -0.01
C -1.180 2.581 -3.160 -0.01 0.01 0.00
H -1.344 5.954 -2.648 0.00 0.00 0.00
H -2.781 4.995 -3.007 0.00 0.00 0.00
H -1.503 5.138 -4.207 0.00 0.00 0.00
H -0.077 4.861 -0.951 0.00 0.00 0.00
H 0.897 3.868 0.889 0.00 0.00 0.00
H 2.265 3.065 0.106 0.02 -0.01 -0.02
H 1.110 2.113 1.013 0.00 0.04 -0.03
H -4.214 -1.726 -3.082 0.00 0.00 0.00
H -6.570 -2.177 -2.565 0.00 0.00 0.00
H -7.236 -3.040 -0.321 0.00 0.00 0.00
H -5.460 -3.436 1.372 0.00 0.00 0.00
H -3.123 -2.974 0.888 -0.01 -0.01 0.00
H 2.191 0.976 -3.020 0.01 0.00 0.00
H 3.696 1.862 -3.289 0.00 0.01 0.00
H 2.349 2.625 -2.441 0.01 -0.02 -0.01
H 5.296 2.183 -1.717 0.00 0.00 0.00
H 7.324 2.028 -0.489 0.00 0.00 0.00
H 7.604 0.514 0.375 0.00 0.00 0.00
H 7.015 1.927 1.244 0.00 0.00 0.00
H 5.449 -0.524 1.560 0.00 0.00 0.00
H 3.719 -1.839 2.131 0.00 0.00 0.00
H 2.977 -2.428 0.637 -0.01 0.00 0.00
H 2.055 -1.403 1.707 -0.03 -0.02 0.02
H 0.235 -0.267 -3.680 -0.01 0.00 0.00
H -1.294 0.337 -4.346 -0.01 0.00 -0.01
H -1.267 -0.613 -2.847 0.00 0.01 -0.01
H -1.773 2.497 -4.066 0.00 0.00 0.00
S 0.223 1.531 4.980 -0.01 0.01 -0.01
C 1.654 1.476 4.043 -0.01 0.00 0.00
C 1.430 0.792 2.900 0.02 -0.06 0.01
N 0.145 0.304 2.756 -0.11 0.02 -0.02
C -0.593 0.641 3.788 0.06 -0.09 0.02
H 2.571 1.941 4.360 0.00 0.00 0.00
H 2.152 0.630 2.117 -0.01 0.00 0.01
H -1.620 0.332 3.891 -0.01 -0.04 0.00
C -3.951 1.061 -0.336 0.00 -0.01 0.00
O -3.013 0.167 0.258 0.07 0.08 -0.12
C -1.894 0.573 0.859 -0.06 -0.02 0.09
C -1.910 2.031 1.224 0.05 0.03 -0.02
H -4.453 1.673 0.416 -0.01 -0.01 -0.01
H -4.672 0.419 -0.835 -0.01 -0.01 0.01
H -3.458 1.701 -1.071 0.01 0.00 -0.01
H -1.940 2.640 0.317 -0.02 0.01 0.01
H -1.024 2.308 1.786 -0.02 0.03 -0.02
H -2.802 2.270 1.813 0.00 -0.02 0.02
```
Positions in Å, forces in eV/Å.

For the LUMO energy, the calculation gives 2.13 eV. Its HOMO-LUMO gap is 5.58 eV. Its electronic energy is -127850.710 eV. The total charge is -1. The highest occupied orbital energy is -3.5 eV.